No. 1
21
Properties=species:S:1:pos:R:3:forces:R:3:lowdin_charge:R:1 method="wB97M-V/def2-TZVPD" smiles="COC(C)=O.CC(C)=O" homo_energy_ev=-9.0 mol_weight_g_mol=132.16 de_lowest_ev=2.986 e_lumo_ha=0.030 orbital_gap_ev=9.84 spin_multiplicity=1 total_energy_ev=-12556.863
C 1.357866 1.580906 -0.846540 0.078 -0.255 -0.391 -0.0571
O 0.081427 1.013852 -0.524280 -0.326 0.035 2.410 -0.1653
C -0.221357 0.844953 0.926116 2.872 2.871 -0.906 -0.4750
C -1.536433 1.496014 1.242031 -0.589 -1.084 0.020 0.0109
O 0.684855 0.665194 1.707919 -1.593 -0.467 -1.144 0.1040
H 2.096482 1.530247 -0.044696 -0.323 -0.046 0.138 0.0942
H 1.743380 1.015588 -1.696382 0.010 0.026 -0.003 0.0887
H 1.201838 2.609936 -1.175112 0.023 0.000 0.167 0.0933
H -2.187930 1.534314 0.370208 0.128 0.032 0.078 0.0908
H -2.023826 0.920992 2.031061 -0.038 0.166 0.021 0.0929
H -1.344841 2.504455 1.616120 0.193 -0.142 -0.128 0.1024
C -1.238739 -1.394015 0.219707 1.357 -0.559 -2.579 -0.0129
C 0.030284 -1.124815 -1.023405 -2.948 -3.610 1.546 -0.4476
C 1.331163 -1.692809 -0.522318 0.705 1.355 -0.122 -0.0254
O -0.363134 -1.239958 -2.157498 0.552 1.136 0.774 0.0626
H -1.111125 -1.380644 1.303004 0.227 0.737 -0.172 0.0633
H -2.117982 -0.921691 -0.218367 -0.040 0.095 0.503 0.0646
H -1.328796 -2.463835 0.020975 -0.189 -0.090 -0.188 0.0604
H 1.261573 -2.780254 -0.499041 -0.256 0.086 -0.078 0.0967
H 2.133753 -1.402397 -1.204539 0.081 -0.183 0.055 0.0852
H 1.551544 -1.316033 0.475039 0.077 -0.102 -0.001 0.0732

=====

No. 2
16
Properties=species:S:1:pos:R:3:forces:R:3:lowdin_charge:R:1 method="wB97M-V/def2-TZVPD" homo_energy_ev=-8.2 mol_weight_g_mol=99.13 de_lowest_ev=7.924 e_lumo_ha=0.022 orbital_gap_ev=8.77 spin_multiplicity=1 total_energy_ev=-8861.289
C 0.654791 0.571447 0.444195 0.085 -1.262 -2.910 -0.3312
C -0.722207 0.633526 1.006392 -2.525 -2.643 1.916 -0.1370
C -1.663807 -0.107566 -0.213812 0.423 4.165 0.181 -0.2195
C 0.423191 -1.007051 0.060870 -0.046 1.090 -2.410 -0.2340
C 1.828842 -0.467247 0.148349 -0.893 -0.641 -2.181 -0.0194
H 1.597580 1.787637 -0.951653 -5.721 -2.130 -0.076 0.2614
H -0.957146 -0.238843 1.814463 0.937 2.973 -0.957 0.1423
H -1.110477 1.639510 1.241452 0.176 -0.544 0.155 0.0956
H -1.822037 0.772540 -0.891129 -1.022 -0.841 0.599 0.1056
H -2.606618 -0.518873 0.253549 1.174 0.015 -0.825 0.1141
H -0.322776 -0.619272 -1.936247 -1.913 -0.316 3.648 0.1795
H 0.066399 -1.523494 0.906319 0.137 -0.683 0.868 0.0976
H 2.372898 -0.351965 -0.884986 -1.286 0.574 2.067 0.1355
H 2.559947 -0.930345 0.818719 -0.724 0.356 0.413 0.0922
N -0.733345 -0.906148 -0.917754 4.154 -2.561 -2.019 -0.0748
O 0.434767 1.266142 -0.898734 7.046 2.447 1.531 -0.2079

=====

No. 3
20
Properties=species:S:1:pos:R:3:forces:R:3:lowdin_charge:R:1 method="wB97M-V/def2-TZVPD" charge=-1 homo_energy_ev=-4.1 mol_weight_g_mol=153.16 de_lowest_ev=3.093 e_lumo_ha=0.142 orbital_gap_ev=7.93 spin_multiplicity=1 total_energy_ev=-14583.764
C 0.606886 0.201995 -0.875515 0.674 -1.671 -0.784 -0.1835
C -0.300236 -0.857229 -0.705239 -2.103 3.037 3.543 -0.2390
C -1.124940 0.076592 0.900335 0.971 -2.933 -2.553 -0.1906
C 0.651865 1.234130 0.076749 -0.399 1.699 0.546 -0.4427
C -2.140565 -0.249809 1.674606 -0.989 -2.556 -2.188 -0.2121
C -2.653440 0.370379 2.861635 -0.287 3.613 0.536 -0.1572
C 2.596072 -0.919762 -1.955970 1.008 -1.747 -1.179 -0.1290
C 1.603718 0.182931 -2.003943 -1.904 -0.447 0.272 -0.2571
O -0.817999 -1.866318 -1.095783 0.890 0.026 -0.656 0.0224
O 1.273336 2.305388 0.086438 -0.362 -1.707 -0.059 0.0209
O -0.263910 1.039292 1.129714 1.007 1.838 0.561 0.0326
H -2.772223 -1.074152 1.256403 0.751 0.490 0.298 0.0992
H -2.807215 1.475501 2.601965 0.130 -1.007 0.620 0.0962
H -1.949823 0.383385 3.674851 0.274 -0.126 0.634 0.0593
H -3.618901 0.051847 3.198586 -0.434 -0.608 0.163 0.0481
H 3.481698 -0.569406 -1.435401 0.220 -0.227 0.340 0.0523
H 2.952949 -1.099866 -3.063027 -0.599 -0.317 2.094 0.0953
H 2.184329 -1.844580 -1.412668 0.720 1.134 -1.219 0.0969
H 0.986114 0.054549 -2.881181 0.030 0.200 -0.730 0.1002
H 2.112284 1.105131 -2.032557 0.403 1.309 -0.238 0.0877

=====

No. 4
13
Properties=species:S:1:pos:R:3:forces:R:3:lowdin_charge:R:1 method="wB97M-V/def2-TZVPD" homo_energy_ev=-10.0 mol_weight_g_mol=85.11 de_lowest_ev=3.886 e_lumo_ha=0.033 orbital_gap_ev=10.85 spin_multiplicity=1 total_energy_ev=-7795.758
C 1.748246 0.281144 0.412203 -0.196 -0.028 -0.125 -0.0509
C 0.290450 0.219022 0.009632 -1.066 1.300 1.762 -0.4331
C -0.458259 0.357606 -1.255484 -0.221 0.012 0.302 -0.0955
N -0.431717 -0.910417 -0.454662 -1.396 -0.085 1.000 -0.0219
C -1.723358 -1.039737 0.480705 1.340 0.393 -0.237 -0.2085
O -2.509082 -1.934394 0.466755 1.480 2.100 0.178 0.0913
H 1.915317 -0.348199 1.295045 -0.062 0.129 -0.172 0.0784
H 1.969494 1.319076 0.683333 0.069 -0.199 -0.035 0.0748
H 2.456168 -0.027512 -0.362128 -0.273 -0.026 -0.039 0.0762
H -0.427695 0.751412 0.940789 2.211 -0.665 -2.045 0.1300
H -1.362984 0.963689 -1.162612 0.096 -0.134 -0.172 0.0990
H -0.047909 0.317174 -2.271578 0.032 -0.153 0.563 0.1073
H -1.418669 0.051137 1.218002 -2.014 -2.644 -0.981 0.1528

=====

No. 5
33
Properties=species:S:1:pos:R:3:forces:R:3:lowdin_charge:R:1 method="wB97M-V/def2-TZVPD" charge=-1 homo_energy_ev="-2.8 / -4.2" mol_weight_g_mol=305.11 de_lowest_ev=1.538 e_lumo_ha="0.109 / 0.109" orbital_gap_ev="5.81 / 7.14" spin_multiplicity=5 total_energy_ev=-76881.283
Co -0.458201 -0.304978 1.367521 1.283 0.124 0.476 -0.1925
Cl 1.080933 -1.661422 1.963689 1.941 -1.616 0.635 0.0620
Cl -1.013558 0.201141 3.400614 -0.281 1.083 2.585 -0.0456
C -2.172923 -0.868115 1.120494 -3.542 -1.317 -1.536 -0.2776
H -2.624039 -1.176330 0.149070 -0.261 0.007 0.614 -0.0668
H -2.861326 -0.994804 1.984136 0.285 0.020 -0.714 -0.0746
C 1.071399 -0.406538 -0.865240 -1.671 -0.174 -0.595 -0.1608
C -0.263153 -0.676991 -1.056709 1.576 0.823 -0.715 -0.1984
H 1.410572 0.603879 -0.631375 -0.228 -0.222 -0.019 0.0845
C -0.727900 -2.011817 -1.554937 0.116 -0.434 -0.098 -0.2160
H -1.009024 0.123287 -1.069251 0.397 -0.178 0.031 0.0809
C 0.225792 -3.125059 -1.117727 0.004 0.030 0.155 -0.2198
H -1.750206 -2.217215 -1.225363 0.207 0.017 0.041 0.0798
H -0.756210 -1.989850 -2.658018 -0.039 0.082 0.121 0.1111
C 1.660482 -2.795187 -1.532547 -0.016 0.189 -0.223 -0.2071
H 0.182943 -3.220265 -0.025955 -0.048 -0.005 -0.194 0.0699
H -0.080753 -4.078936 -1.562464 0.022 0.051 0.052 0.1010
C 2.141374 -1.444642 -0.971075 0.282 -0.408 0.100 -0.2542
H 2.341459 -3.589438 -1.206627 -0.051 0.087 -0.041 0.1018
H 1.708666 -2.761954 -2.630994 -0.019 -0.045 0.073 0.1015
H 2.538439 -1.617464 0.034238 -0.045 0.126 -0.083 0.0295
H 2.985975 -1.065157 -1.563434 -0.178 0.025 -0.069 0.1025
C -0.312504 4.375445 0.757243 0.067 -0.243 -0.047 -0.0819
C 0.803243 3.694294 1.241352 -0.087 -0.277 0.029 -0.0655
C 0.764625 2.306740 1.356884 -1.021 0.139 -0.362 -0.1187
N -0.332826 1.614378 0.969784 0.160 1.890 -0.417 -0.0927
C -1.436581 2.265348 0.533535 1.164 0.087 0.450 -0.1075
C -1.446760 3.648654 0.408678 0.000 -0.084 0.031 -0.0642
H -0.297341 5.458590 0.657685 0.000 -0.179 0.033 0.0986
H 1.702998 4.213013 1.539018 -0.016 0.130 0.030 0.0955
H 1.589121 1.729513 1.800532 -0.456 0.173 -0.375 0.1219
H -2.316304 1.645895 0.344578 0.354 0.003 -0.034 0.1058
H -2.348411 4.125987 0.042668 0.101 0.098 0.064 0.0978

=====

No. 6
79
Properties=species:S:1:pos:R:3:forces:R:3:lowdin_charge:R:1 method="wB97M-V/def2-TZVPD" homo_energy_ev=-7.2 mol_weight_g_mol=791.12 de_lowest_ev=0.000 e_lumo_ha=0.010 orbital_gap_ev=7.50 spin_multiplicity=1 total_energy_ev=-84471.201
Pd 0.103422 0.660428 1.429951 0.234 -0.161 -0.355 0.4410
C 3.747816 0.946456 1.328194 -0.011 0.026 -0.028 -0.1875
Si 2.115671 0.983227 0.422523 -0.115 0.087 0.108 0.5640
C 2.048241 -0.466880 -0.812762 0.017 -0.009 -0.072 -0.2907
C 2.910800 -0.405463 -1.911695 0.036 0.004 -0.026 -0.0953
C 2.886394 -1.356777 -2.920395 0.003 0.005 0.028 -0.0776
C 1.985398 -2.408523 -2.844081 -0.037 -0.008 0.028 -0.0760
C 1.123167 -2.497625 -1.761196 0.055 0.022 -0.058 -0.0851
C 1.140631 -1.540727 -0.747961 -0.018 -0.019 0.037 -0.3826
P -0.022755 -1.689794 0.678104 0.103 -0.081 0.076 1.0390
C -1.449317 -2.587967 -0.035730 -0.074 0.103 -0.051 -0.3599
C -1.541666 -3.974012 -0.150749 0.071 -0.026 -0.006 -0.0999
C -2.652393 -4.556906 -0.741840 -0.021 -0.021 -0.005 -0.0776
C -3.684583 -3.765098 -1.227510 -0.013 0.016 0.003 -0.0838
C -3.610806 -2.385004 -1.106235 0.013 -0.035 0.009 -0.0756
C -2.504663 -1.806726 -0.501629 -0.023 -0.003 -0.019 -0.0997
C 0.775778 -2.998307 1.670708 -0.014 0.019 0.039 -0.3717
C 2.113692 -3.347401 1.526529 0.028 0.009 -0.008 -0.0775
C 2.685605 -4.301477 2.360366 0.003 0.010 -0.011 -0.0784
C 1.924164 -4.920797 3.336726 -0.013 0.000 0.019 -0.0854
C 0.587050 -4.572731 3.491544 0.016 -0.007 0.008 -0.0794
C 0.022481 -3.611490 2.673084 0.000 -0.002 0.011 -0.1245
C 2.030259 2.531426 -0.684132 -0.006 -0.128 0.014 -0.2738
C 3.101169 3.318718 -1.100340 0.115 0.012 0.004 -0.0838
C 2.918717 4.325783 -2.038917 -0.011 -0.013 0.011 -0.0735
C 1.663803 4.552455 -2.593830 -0.016 -0.037 0.042 -0.0738
C 0.581459 3.787900 -2.183623 -0.019 0.078 -0.091 -0.0755
C 0.767027 2.807738 -1.217700 0.193 -0.053 0.086 -0.3810
P -0.551616 1.812448 -0.497878 -0.048 0.142 0.255 0.9797
C -1.547338 2.932292 0.525456 -0.203 0.056 0.050 -0.3609
C -1.147085 4.229428 0.850708 0.000 -0.106 -0.113 -0.0698
C -1.859888 4.962246 1.783531 -0.093 0.033 0.078 -0.0712
C -2.976317 4.416104 2.404674 0.069 0.111 -0.003 -0.0792
C -3.376289 3.128099 2.095468 -0.041 -0.151 -0.048 -0.0763
C -2.664656 2.383537 1.165310 0.047 0.112 0.024 -0.1248
C -1.565956 1.312943 -1.910879 -0.187 0.010 -0.008 -0.3550
C -2.884224 1.724397 -2.089930 0.030 -0.045 -0.082 -0.0842
C -3.625204 1.233422 -3.158029 -0.003 0.010 0.013 -0.0800
C -3.055290 0.335447 -4.047351 -0.008 -0.014 -0.014 -0.0839
C -1.736713 -0.067694 -3.877978 0.011 -0.009 -0.015 -0.0680
C -0.994342 0.415129 -2.814126 -0.012 0.011 -0.027 -0.0833
H 4.570351 1.063724 0.616144 -0.014 -0.004 -0.020 0.0298
H 3.877114 -0.009192 1.834354 -0.003 -0.007 0.021 0.0226
H 3.815099 1.741086 2.072171 -0.031 -0.020 -0.012 0.0350
H 3.609467 0.421763 -1.994156 -0.007 0.002 0.003 0.1017
H 3.562882 -1.274982 -3.761878 -0.004 0.004 -0.003 0.1037
H 1.949840 -3.158264 -3.624602 0.001 0.002 0.001 0.1040
H 0.419781 -3.317704 -1.716578 -0.028 -0.034 0.009 0.0981
H -0.744217 -4.602786 0.228086 -0.013 0.018 -0.022 0.1078
H -2.712465 -5.634896 -0.823155 0.002 0.002 0.000 0.1038
H -4.549926 -4.224578 -1.687900 0.004 -0.004 -0.004 0.1019
H -4.413468 -1.757775 -1.472728 -0.002 0.002 0.001 0.1027
H -2.457241 -0.730577 -0.390793 0.013 0.023 -0.001 0.0670
H 2.720569 -2.877258 0.762621 -0.011 0.001 -0.008 0.1019
H 3.729952 -4.559602 2.239555 0.000 -0.002 0.000 0.1030
H 2.369133 -5.666487 3.982780 0.001 0.001 -0.001 0.1012
H -0.011589 -5.042883 4.261006 0.000 0.000 0.004 0.1046
H -1.014401 -3.328094 2.816923 0.002 -0.004 -0.007 0.1136
H 4.090812 3.140865 -0.693863 0.004 0.019 -0.016 0.1009
H 3.758810 4.933383 -2.351278 0.011 -0.011 0.004 0.1039
H 1.531918 5.330157 -3.334727 -0.013 0.000 -0.004 0.1038
H -0.403325 3.960305 -2.603771 0.003 0.015 0.002 0.1145
H -0.268798 4.660372 0.388202 0.016 -0.022 -0.026 0.1046
H -1.538148 5.964099 2.036566 0.005 0.002 -0.010 0.1059
H -3.528008 4.991615 3.136255 0.016 0.011 0.003 0.1042
H -4.236518 2.693658 2.588208 0.005 -0.011 -0.012 0.1072
H -2.973408 1.368257 0.939497 -0.014 -0.016 0.006 0.0967
H -3.334679 2.428503 -1.402747 0.004 -0.002 0.012 0.0987
H -4.648939 1.558285 -3.294511 0.001 -0.003 -0.001 0.1043
H -3.637275 -0.050045 -4.874676 0.003 0.001 -0.002 0.1034
H -1.287771 -0.767468 -4.571140 0.001 -0.001 0.001 0.1073
H 0.031511 0.089151 -2.680327 0.000 -0.003 -0.002 0.0950
F -0.404829 1.370821 3.893110 -0.011 0.115 0.081 -0.0151
C 0.818503 1.015922 3.315338 -0.024 0.145 0.096 -0.4546
F 1.645248 2.103125 3.523747 -0.050 -0.158 0.039 0.0015
C 1.344811 -0.077931 4.248088 0.031 -0.013 0.013 -0.6079
F 1.470703 0.349792 5.514918 0.016 -0.018 -0.021 0.1462
F 0.516337 -1.131075 4.263078 -0.016 0.047 0.011 0.1297
F 2.550500 -0.511471 3.851767 0.048 -0.026 -0.037 0.1300